Formula: C13H20NO
Source: OMol25
Level of theory: ωB97M-V/def2-TZVPD

Output
- charge = +1
- energy above the lowest of the compared OMol25 structures with the same formula, charge and spin (kcal/mol) = 94.6
- gap between HOMO and LUMO (spin up / spin down) (eV) = 6.743 / 6.744

Last column: Mulliken charge in e.
CARTESIAN COORDINATES (ANGSTROEM)
C1 -2.2619 2.9691 0.6090  -0.6827
C2 -1.3989 2.7882 -0.4320  -0.5973
C3 -1.8664 2.3415 1.8255  -0.3863
C4 -0.2593 1.8943 -0.4262  0.2360
C5 -0.7812 1.6029 1.9367  -0.5183
C6 0.1892 1.4573 0.8943  0.6052
C7 -0.6612 0.6157 -1.5467  -0.9630
C8 1.5673 0.9998 0.9297  0.2526
C9 2.0568 -0.0070 1.7204  0.6687
C10 3.5267 -0.2347 1.7701  -1.4300
C11 1.0957 -0.8809 2.4697  -1.1786
C12 -1.6623 -2.6984 -1.9502  -1.0731
C13 -1.6873 -1.6529 -0.8396  -0.2445
N1 -1.7261 -0.2624 -1.1790  -0.0957
O1 2.3542 1.4372 -0.0845  -0.5996
H1 -3.1096 3.5975 0.6270  0.5079
H2 -1.6425 3.3024 -1.3937  0.3554
H3 -2.4803 2.5759 2.6279  0.5014
H4 0.5545 2.1733 -1.0107  0.4215
H5 -0.4860 1.2301 2.9151  0.2827
H6 -0.8957 1.1587 -2.5115  0.4463
H7 0.3333 0.2625 -1.5477  0.4917
H8 4.0959 0.3187 1.0386  0.3689
H9 3.7886 -1.2228 1.6473  0.4444
H10 3.9113 0.0605 2.8210  0.3057
H11 1.7347 -1.5906 3.0491  0.3745
H12 0.3402 -1.5070 1.9387  0.1764
H13 0.4846 -0.3637 3.2289  0.3287
H14 -2.7275 -3.0224 -2.2056  0.2917
H15 -0.9769 -2.3543 -2.7123  0.3371
H16 -1.0021 -3.6485 -1.6574  0.2978
H17 -0.8601 -1.7650 -0.1647  -0.0329
H18 -2.6039 -1.7605 -0.2569  0.4328
H19 -2.6318 -0.0367 -1.6252  0.3050
H20 2.4986 2.4089 -0.0214  0.3695

Formula: C13H21N2O4
Source: OMol25
Level of theory: ωB97M-V/def2-TZVPD

Output
- gap between HOMO and LUMO (spin up / spin down) (eV) = 9.271 / 9.697
- spin multiplicity = 2

Last column: Löwdin spin population.
CARTESIAN COORDINATES (ANGSTROEM)
C1 -0.5968 1.5687 -2.4984  0.0046
C2 -0.1510 0.1793 -1.6911  0.0211
C3 0.1135 -0.9379 -2.9088  -0.0019
C4 1.2748 0.3047 -0.8976  0.0184
C5 1.1256 0.8631 0.6262  0.0004
C6 1.9251 -0.2348 1.6040  0.0007
C7 1.1584 -1.6729 1.7455  0.0024
C8 2.3509 -2.8097 2.0361  0.0001
O1 2.8910 -3.0418 3.2347  0.0001
O2 2.8249 -3.5555 0.8235  0.0000
O3 1.8510 2.1529 0.8773  0.0003
C9 1.4556 3.1780 -0.0994  0.0001
N1 0.9378 4.2644 -0.6372  0.0000
C10 -0.3835 1.0494 1.1990  0.0159
C11 -1.6001 0.3739 0.3751  0.0222
C12 -2.7592 1.5534 0.1245  0.0105
C13 -2.3514 -0.7259 1.3876  -0.0018
N2 -1.3075 -0.3396 -0.8943  0.3522
O4 -1.3930 -1.6730 -0.8377  0.5469
H1 0.0368 1.7202 -3.4718  0.0000
H2 -0.6581 2.5073 -1.8004  0.0001
H3 -1.7107 1.3536 -2.8708  0.0010
H4 0.7010 -1.8605 -2.4458  -0.0002
H5 0.8768 -0.4094 -3.6486  -0.0004
H6 -0.8675 -1.2403 -3.4697  -0.0003
H7 2.0645 0.8972 -1.5689  0.0013
H8 1.7211 -0.8010 -0.8381  0.0007
H9 2.9534 -0.4377 1.0457  0.0001
H10 2.2254 0.2554 2.6469  0.0002
H11 0.6209 -2.0394 0.7731  0.0024
H12 0.4604 -1.6391 2.6934  0.0000
H13 2.0486 -4.1538 0.5610  0.0000
H14 -0.6803 2.1913 1.3858  0.0003
H15 -0.3953 0.5717 2.2933  0.0012
H16 -2.2749 2.5233 -0.3379  0.0002
H17 -3.4974 1.0843 -0.6845  0.0006
H18 -3.3579 1.7629 1.1235  0.0006
H19 -3.3576 -1.1345 0.9235  -0.0005
H20 -2.6465 -0.0859 2.3504  -0.0003
H21 -1.6286 -1.5622 1.7711  0.0006

Formula: C13H21N3O2
Source: OMol25
Level of theory: ωB97M-V/def2-TZVPD

Output
- structure (SMILES) = CNC(=O)CNC(C)=O.CNCc1ccccc1
- energy above the lowest of the compared OMol25 structures with the same formula, charge and spin (kcal/mol) = 12.1
- gap between HOMO and LUMO (eV) = 9.306

Last column: Mulliken charge in e.
CARTESIAN COORDINATES (ANGSTROEM)
C1 -0.0233 1.3698 5.5262  -0.9543
N1 0.1582 0.8080 4.1900  -0.0461
C2 0.1787 1.5264 3.0617  0.2677
O1 0.0491 2.7469 3.0554  -0.6803
C3 0.3283 0.7825 1.7281  -0.1268
N2 -0.3824 -0.5020 1.6228  -0.1527
C4 -0.0174 -1.6377 2.2154  0.8928
C5 -0.8560 -2.8566 1.9116  -1.2811
O2 0.9289 -1.7146 2.9863  -0.7217
H1 -1.0060 1.8397 5.5980  0.2862
H2 0.0578 0.5834 6.2778  0.3573
H3 0.7402 2.1274 5.7136  0.2962
H4 0.3462 -0.1853 4.1038  0.2142
H5 1.3932 0.6084 1.5702  0.2599
H6 -0.0296 1.4448 0.9440  0.0501
H7 -1.2079 -0.5248 1.0469  0.3271
H8 -0.4961 -3.6922 2.5109  0.3485
H9 -0.7659 -3.1043 0.8553  0.3044
H10 -1.8960 -2.6544 2.1599  0.3422
C6 0.5387 2.5077 -1.9333  -0.6365
N3 1.6973 1.6221 -2.1409  -0.3484
C7 1.5359 0.1760 -1.9095  -0.2815
C8 0.4395 -0.4029 -2.7716  -0.0187
C9 0.5489 -0.3766 -4.1694  -0.4790
C10 -0.4691 -0.9032 -4.9725  -0.5329
C11 -1.6105 -1.4553 -4.3826  -0.3744
C12 -1.7306 -1.4842 -2.9901  -0.5685
C13 -0.7078 -0.9636 -2.1905  0.1565
H11 -0.3184 2.1826 -2.5324  0.2334
H12 0.2453 2.5216 -0.8814  0.1380
H13 0.7952 3.5288 -2.2318  0.3449
H14 2.5168 1.9774 -1.6471  0.2434
H15 1.3196 -0.0041 -0.8529  -0.0662
H16 2.4771 -0.3327 -2.1420  0.4490
H17 1.4275 0.0711 -4.6253  0.3981
H18 -0.3743 -0.8747 -6.0539  0.3770
H19 -2.4040 -1.8567 -5.0062  0.3635
H20 -2.6190 -1.9082 -2.5320  0.3820
H21 -0.8083 -0.9906 -1.1124  0.2365

Formula: C13H21N4O7
Source: OMol25
Level of theory: ωB97M-V/def2-TZVPD

Output
- charge = +1
- gap between HOMO and LUMO (eV) = 7.980

Last column: Mulliken charge in e.
CARTESIAN COORDINATES (ANGSTROEM)
C1 7.4663 -1.1489 0.0678  -0.7806
N1 6.1867 -0.4517 -0.3398  0.0654
C2 6.5627 0.9754 -0.6741  -0.8186
C3 5.4638 -1.1542 -1.4658  0.4449
O1 5.9498 -2.3688 -1.8395  -0.5752
C4 4.1219 -0.6368 -2.2511  -0.5347
C5 2.7940 -0.9022 -1.3071  -0.0606
N2 2.0080 -2.1651 -1.0151  -0.0875
C6 0.8563 -1.9171 -0.0250  -0.2102
N3 0.7843 -0.4461 0.3978  -0.0695
C7 1.9372 0.1549 -0.3859  0.2387
N4 2.2013 1.6533 -0.2566  -0.5233
H1 8.1718 -1.4437 -0.8320  0.3078
H2 8.1381 -0.4598 0.7746  0.3140
H3 7.2708 -2.1366 0.6897  0.2557
H4 7.6298 1.0915 -1.1779  0.3141
H5 6.6573 1.5426 0.3722  0.3073
H6 5.7161 1.5298 -1.2635  0.2432
H7 4.2089 0.5139 -2.5473  0.3470
H8 4.0021 -1.3206 -3.2199  0.2847
H9 2.1981 -3.1172 -1.4138  0.2956
H10 0.1068 -2.7103 0.4006  0.3643
H11 0.1146 0.0223 1.0713  0.2625
H12 1.2359 2.0630 -0.1025  0.2860
H13 2.5666 1.9438 -1.2124  0.3136
C8 -3.8200 2.3087 2.1320  -0.2100
C9 -3.2208 0.9637 1.8773  -0.1897
O2 -2.3884 1.1855 0.7548  -0.3234
C10 -2.0817 2.5157 0.7448  0.6632
O3 -1.2478 3.0247 0.0146  -0.5698
O4 -2.8288 3.2012 1.6587  -0.3108
H14 -4.0217 2.4806 3.1928  0.3230
H15 -4.7417 2.4704 1.5635  0.2158
H16 -2.6034 0.6161 2.7123  0.2514
H17 -3.9776 0.2063 1.6555  0.1740
C11 -6.6957 -1.5371 0.1011  -0.3299
C12 -8.1151 -1.2511 -0.2684  -0.3849
O5 -8.3899 -0.0394 0.4088  -0.3172
C13 -7.1908 0.5785 0.6190  0.6376
O6 -7.0671 1.7216 1.0261  -0.5264
O7 -6.1491 -0.2491 0.3135  -0.2435
H18 -6.1563 -2.0611 -0.6926  0.3039
H19 -6.6130 -2.1135 1.0284  0.2741
H20 -8.2431 -1.0919 -1.3443  0.2705
H21 -8.7973 -2.0410 0.0576  0.3075

Formula: C13H21N5O2
Source: OMol25
Level of theory: ωB97M-V/def2-TZVPD

Output
- energy above the lowest of the compared OMol25 structures with the same formula, charge and spin (kcal/mol) = 323.3
- gap between HOMO and LUMO (eV) = 8.130

Last column: Mulliken charge in e.
CARTESIAN COORDINATES (ANGSTROEM)
C1 1.5031 3.0216 -3.2815  -1.3426
C2 1.4493 2.3911 -1.9708  -0.6236
C3 0.3520 2.8703 -1.0644  -0.4821
H1 0.5853 4.0686 -1.0191  0.2622
C4 0.4694 2.4817 0.1334  -1.3390
N1 0.2539 1.0682 0.3475  0.1737
C5 1.1260 0.0884 0.4553  0.3226
N2 0.4467 -1.3304 0.1802  -0.6505
C6 -0.8326 -1.0040 0.1381  0.1685
C7 -1.1140 0.4638 0.2052  0.1630
C8 -2.2980 0.8516 0.2699  0.6906
O1 -2.5518 2.0819 0.1327  -0.8010
N3 -3.3658 0.1547 -0.0840  -0.1920
C9 -3.2383 -1.4119 0.1355  0.3762
O2 -4.1702 -2.1010 -0.1285  -0.5277
N4 -1.8660 -1.7448 0.2396  0.1618
C10 -1.7230 -3.0809 0.1078  -1.1749
H2 -1.0228 -3.4245 -0.6759  0.3646
H3 -1.2607 -3.6673 1.0156  0.2962
H4 -2.6167 -3.7503 0.1818  0.3457
H5 -4.2492 0.3353 -0.0385  0.1614
N5 2.4996 -0.0020 0.6586  -0.0472
H6 2.8007 0.8433 0.4058  0.2869
C11 3.3170 -1.1012 0.5466  -0.6318
H7 2.6557 -2.2567 0.3318  0.3107
C12 4.2689 -1.1092 1.4311  -0.0361
C13 5.2368 -2.1353 1.2806  -1.5182
H8 4.6445 -3.3761 1.5343  0.2003
H9 5.8056 -2.2820 0.4712  0.4731
H10 5.9876 -2.1975 2.1650  0.3201
H11 4.9447 -0.2971 1.3009  0.2214
H12 3.9167 -1.0559 2.2922  0.5159
H13 3.6922 -1.1923 -0.5983  0.2124
H14 -0.2796 2.9741 0.8504  0.2074
H15 1.4793 2.6057 0.8271  0.5234
H16 -0.5067 2.6202 -1.4123  0.6281
H17 2.5637 2.5218 -1.6701  0.1343
H18 1.4690 1.3901 -1.7772  0.8220
H19 2.3622 2.5372 -3.9484  0.2853
H20 1.8089 3.9937 -3.1732  0.3880
H21 0.5084 2.9156 -3.7122  0.3508

Formula: C13H21N5O4
Source: OMol25
Level of theory: ωB97M-V/def2-TZVPD

Output
- structure (SMILES) = Cc1nc(N2CCOCC2)nc(OCCN(C)C)c1[N+](=O)[O-]
- energy above the lowest of the compared OMol25 structures with the same formula, charge and spin (kcal/mol) = 119.6
- gap between HOMO and LUMO (eV) = 8.725

Last column: Mulliken charge in e.
CARTESIAN COORDINATES (ANGSTROEM)
C1 1.7527 -3.7728 -1.3555  -1.2649
C2 1.2138 -2.6156 -0.5901  0.6898
N1 -0.0908 -2.6111 -0.3994  -0.4671
C3 -0.6408 -1.5828 0.2560  0.3593
N2 -1.9648 -1.6030 0.4478  0.0460
C4 -2.8055 -2.5954 -0.1849  -0.7097
C5 -4.0279 -1.8845 -0.8012  -0.4120
O1 -3.6851 -0.5837 -1.2107  -0.4326
C6 -3.4064 0.2680 -0.1195  -0.4155
C7 -2.6722 -0.4815 1.0119  -0.6893
N3 0.0415 -0.5485 0.7677  -0.1604
C8 1.3478 -0.5288 0.5981  0.5824
O2 2.0644 0.4372 1.1398  -0.4725
C9 1.3821 1.4705 1.8340  -0.9398
C10 0.6984 2.4767 0.9028  -0.5204
N4 1.6331 3.4597 0.3913  -0.0987
C11 0.9465 4.6168 -0.1436  -1.0499
C12 2.5454 2.8981 -0.5869  -0.8898
C13 2.0165 -1.5635 -0.1126  -0.2107
N5 3.4166 -1.4989 -0.3326  0.8390
O3 4.0213 -2.5457 -0.4889  -0.6082
O4 3.9425 -0.4029 -0.3701  -0.5654
H1 2.3504 -4.4017 -0.6984  0.2491
H2 2.4059 -3.4415 -2.1595  0.3928
H3 0.9231 -4.3477 -1.7564  0.3543
H4 -2.2063 -3.0918 -0.9486  0.4488
H5 -3.1287 -3.3391 0.5528  0.2775
H6 -4.8607 -1.8489 -0.0836  0.2918
H7 -4.3619 -2.4075 -1.6981  0.3570
H8 -4.3397 0.7042 0.2686  0.3364
H9 -2.7845 1.0677 -0.5268  0.2886
H10 -1.9566 0.1713 1.5079  0.2644
H11 -3.3883 -0.8643 1.7465  0.3552
H12 2.1562 1.9786 2.4109  0.3814
H13 0.6399 1.0203 2.5003  0.5132
H14 -0.0573 3.0054 1.4894  0.5252
H15 0.1826 1.9241 0.0971  0.3803
H16 0.3307 5.0653 0.6353  0.3455
H17 0.3039 4.3747 -1.0053  0.3476
H18 1.6875 5.3479 -0.4617  0.3313
H19 3.0946 2.0665 -0.1538  0.2622
H20 2.0214 2.5423 -1.4886  0.2856
H21 3.2585 3.6658 -0.8817  0.4020